# 1
A 2-piece molecular cluster, CHClS3 overall. Source: OMol25; level of theory: the ωB97M-V functional and the def2-TZVPD basis.

Each line ends with the Mulliken charge.
Atoms and positions in Å:
C: -0.5945 -1.4898 -1.1425  0.229
S: -1.0323 -2.6746 -0.2358  -0.146
S: -0.0473 0.1338 -1.1757  -0.003
S: -0.8910 -1.5052 -3.7319  -0.123
Cl: -2.1586 0.0349 -3.8025  -0.108
H: -0.5243 0.4985 -0.0122  0.150

The total energy is -46078.7074 eV. The calculation puts the energy above the lowest of the compared OMol25 structures with the same formula, charge and spin at 200.88 kJ/mol. The value obtained for the orbital gap (alpha / beta) is 7.037 / 6.912 eV. The spin multiplicity is 1.


# 2
C11H39FeN4O13 as an isolated structure. Source: OMol25; level of theory: the ωB97M-V functional and the def2-TZVPD basis.

Each line ends with the Mulliken charge.
Atoms and positions in Å:
Fe: -0.2222 2.3984 2.5704  -0.128
C: -0.1754 0.3556 0.0696  1.133
O: 0.3715 0.7558 1.3172  0.177
H: 0.1429 -0.6698 -0.1185  0.168
H: -1.2606 0.4288 -0.0026  -1.151
H: 0.2495 0.8945 -0.7772  0.032
C: 4.4387 -2.2941 -1.8949  -0.555
C: 3.1998 -2.7324 -1.1013  0.153
O: 2.3325 -3.5862 -1.7819  -0.614
O: 5.6513 -2.9106 -1.3800  -0.541
H: 4.6431 -1.2267 -1.8113  0.260
H: 4.2568 -2.4599 -2.9568  0.370
H: 2.5936 -1.8364 -0.9670  -0.022
H: 3.4595 -3.1257 -0.1185  0.328
H: 1.6780 -3.8539 -1.1326  0.325
H: 6.3394 -2.6591 -2.0003  0.297
C: 3.8975 -0.3181 2.2015  -0.207
C: 4.5118 0.7589 1.2078  -0.419
O: 3.4923 1.2001 0.2989  -0.520
O: 2.7340 0.1142 2.8407  -0.472
H: 4.6845 -0.6035 2.8996  0.398
H: 3.6133 -1.2267 1.6707  -0.011
H: 5.3780 0.4922 0.6022  0.395
H: 4.9376 1.5433 1.8335  0.249
H: 2.6537 1.2446 0.7640  0.300
H: 1.9433 0.1165 2.2963  0.200
C: -1.1054 -3.1242 1.8179  -0.123
C: 0.4362 -3.1848 1.8892  0.048
O: 0.9126 -2.0676 2.5673  -0.561
O: -1.7769 -3.0740 3.1181  -0.567
H: -1.4017 -4.0105 1.2568  0.449
H: -1.4754 -2.2362 1.3055  -0.121
H: 0.8434 -3.1353 0.8793  -0.179
H: 0.7558 -4.1093 2.3701  0.442
H: 0.6940 -1.3114 2.0178  0.189
H: -1.7122 -2.1867 3.4789  0.318
C: -1.5507 -0.8290 -3.1493  -0.237
C: -2.3553 0.5139 -3.3445  -0.025
O: -3.7080 0.3121 -2.6589  -0.556
O: -1.9227 -1.7937 -4.0802  -0.573
H: -1.7230 -1.2145 -2.1444  0.025
H: -0.4767 -0.6427 -3.1541  0.383
H: -2.6007 0.8254 -4.3598  0.472
H: -1.7493 1.2920 -2.8805  -0.083
H: -4.2013 1.1046 -2.8830  0.245
H: -1.5280 -2.6587 -3.9480  0.324
C: -4.7535 -0.1107 1.0445  0.699
O: -5.8054 -0.5099 0.5566  -0.739
N: -4.4848 0.2304 2.2746  -0.320
N: -3.7022 0.0728 0.3544  0.189
H: -5.3044 0.1822 2.8628  0.229
H: -3.5807 0.5520 2.5898  0.110
H: -3.8031 -0.1384 -0.6281  0.026
H: -2.8994 0.5565 0.7309  -0.566
C: -2.5486 3.4544 0.4057  0.560
O: -1.7347 3.1785 1.2860  -0.366
N: -3.8298 3.5707 0.6253  -0.362
N: -2.1743 3.3702 -0.8482  -0.239
H: -4.1797 3.6959 1.5644  0.238
H: -4.2734 3.8352 -0.2427  0.186
H: -1.2042 3.0942 -0.9027  -0.039
H: -2.7351 3.3884 -1.6880  0.219
O: 0.9023 3.6927 1.2393  -0.322
H: 0.9322 3.9665 0.3226  0.229
H: 1.5160 4.2772 1.6843  0.261
O: 1.0669 3.7998 -1.9535  -0.664
H: 0.7032 2.9324 -2.1311  0.288
H: 1.9935 3.6395 -1.7748  0.366

The total energy is -79000.2669 eV. The expectation value of S² is 8.756. The value obtained for the orbital gap (alpha / beta) is 5.930 / 8.864 eV. The spin multiplicity is 6.


# 3
A 14-piece molecular cluster, C18H64N8O14 overall. Source: OMol25; level of theory: the ωB97M-V functional and the def2-TZVPD basis.

Each line ends with the Mulliken charge.
Atoms and positions in Å:
C: 0.7774 4.5416 3.1486  -1.922
C: 1.2944 4.2716 1.7066  0.228
O: 1.0944 2.9046 1.5606  0.587
H: 1.3534 4.0726 3.9036  0.606
H: -0.1636 4.1266 3.3626  0.407
H: 0.6524 5.5796 3.3896  0.366
H: 2.3894 4.4196 1.5956  0.263
H: 0.6794 4.9236 1.0566  0.160
H: 0.9874 2.8936 0.5546  -0.615
C: 0.3654 0.8836 -4.2984  -1.074
C: -0.8726 1.7316 -3.9654  0.910
O: -1.2026 2.5726 -5.0294  -0.669
H: 0.5464 0.0276 -3.5994  0.041
H: 1.2064 1.5046 -4.3524  0.314
H: 0.0464 0.4716 -5.2354  0.480
H: -0.8286 2.3746 -3.1064  -0.044
H: -1.6926 1.0826 -3.7574  -0.223
H: -2.0396 3.0436 -4.8334  0.343
C: -3.6286 -0.8784 1.1436  0.807
C: -4.6656 -0.7694 2.2346  -0.700
O: -4.2886 0.3036 3.0116  -0.650
H: -3.7526 -1.8314 0.4316  0.157
H: -2.5956 -0.8964 1.5796  -0.385
H: -3.8236 -0.1044 0.4116  -0.419
H: -4.5526 -1.6814 2.7876  0.284
H: -5.6786 -0.5764 1.8626  0.396
H: -3.4526 -0.0064 3.3496  0.508
C: 3.5034 0.6056 -0.0004  0.711
C: 4.0034 0.7026 -1.4234  -0.864
O: 2.8994 0.4526 -2.2204  -0.516
H: 2.6534 1.1626 0.1546  -0.428
H: 4.1684 0.9776 0.8266  0.419
H: 3.5114 -0.4724 0.2136  -0.352
H: 4.9044 0.0226 -1.4674  0.325
H: 4.3724 1.6666 -1.5564  0.474
H: 2.7514 -0.4864 -2.1564  0.339
C: 1.4794 -5.6164 0.1046  0.481
O: 2.4494 -6.0544 0.9806  -0.748
N: 0.9854 -4.4054 0.2416  -0.175
N: 0.8964 -6.3754 -0.8064  -0.460
H: 1.5174 -3.7174 0.8626  0.088
H: 0.4784 -3.9454 -0.4924  0.368
H: 0.8214 -7.4154 -0.4834  0.309
H: 0.0254 -6.0694 -1.3174  0.198
C: 1.3104 3.8176 -1.7824  0.554
O: 0.2964 3.1416 -1.1454  -0.545
N: 1.2954 5.0866 -1.8754  -0.442
N: 2.2704 3.3496 -2.4254  -0.224
H: 0.5074 5.5746 -1.3814  0.324
H: 1.7534 5.5666 -2.6294  0.168
H: 2.2614 2.3676 -2.6114  -0.044
H: 3.1114 3.8566 -2.6054  0.233
C: -1.3596 -2.7904 -1.8234  0.516
O: 0.0044 -2.9844 -1.9094  -0.727
N: -2.2026 -3.7744 -2.1874  -0.429
N: -1.9826 -1.6834 -1.6854  0.915
H: -1.7806 -4.6444 -2.6154  0.268
H: -3.2006 -3.6944 -1.9574  0.150
H: -1.3426 -0.9444 -1.3284  -0.752
H: -3.0006 -1.4644 -1.6584  0.126
C: -4.0146 0.9406 -2.1194  -0.027
O: -2.6576 1.0806 -1.6294  0.002
N: -5.0286 1.6106 -1.5814  -0.417
N: -4.4696 0.0906 -2.9744  -0.393
H: -4.7376 2.4046 -1.0534  0.245
H: -5.9216 1.6576 -2.0954  0.185
H: -3.9416 -0.7524 -3.4514  0.298
H: -5.3286 0.2446 -3.5644  0.206
C: 2.1814 -3.0814 2.8706  -0.992
O: 2.4654 -2.5614 1.5946  -0.223
H: 2.9934 -3.5724 3.2876  0.532
H: 1.5894 -4.0174 2.7816  0.349
H: 1.6354 -2.3994 3.5276  0.112
H: 3.4614 -2.5334 1.5326  0.152
C: 3.9164 -3.2274 -1.3064  -0.843
O: 2.8244 -2.3304 -1.5174  -0.539
H: 4.2664 -3.8414 -2.1324  0.264
H: 3.6494 -3.7844 -0.5044  0.340
H: 4.7774 -2.6084 -1.0534  0.279
H: 2.0404 -2.8654 -1.6444  0.267
C: 0.2884 -0.3694 0.3236  0.228
O: -0.1006 0.1896 -0.9014  0.783
H: 1.0654 -1.0974 0.0576  0.456
H: -0.5086 -0.9334 0.7476  -0.182
H: 0.7594 0.3006 1.0386  -0.519
H: 0.5844 0.7056 -1.3164  -0.772
C: -0.8296 -0.8334 3.6766  -0.451
O: -2.1596 -0.7654 4.1846  -0.640
H: -0.0946 -0.7284 4.4226  0.414
H: -0.7936 -0.0544 2.9606  0.025
H: -0.7606 -1.7834 3.0826  0.288
H: -2.4236 -1.6694 4.4606  0.352
C: -2.0796 2.3756 1.2256  0.168
O: -3.4676 2.3566 1.1906  -0.624
H: -1.6776 2.7546 0.3006  -0.039
H: -1.7826 1.4316 1.6256  -0.078
H: -1.7746 3.2326 1.9076  0.142
H: -3.7986 1.7526 1.8186  0.386
C: 2.2264 0.6846 3.6066  -0.249
O: 1.3694 1.6326 4.0946  -0.608
H: 2.7964 0.1696 4.3956  0.333
H: 2.9534 1.1616 2.9856  0.314
H: 1.7534 -0.0534 2.9416  -0.172
H: 1.2324 2.2916 3.4506  0.228

The total energy is -60283.5877 eV. The calculation puts the energy above the lowest of the compared OMol25 structures with the same formula, charge and spin at 102.28 kJ/mol. The value obtained for the orbital gap is 8.645 eV. The spin multiplicity is 1.